1.
{
  "formula": "C8H13N4O6Zn",
  "method": "ωB97M-V/def2-TZVPD",
  "symbols": ["C", "Zn", "N", "N", "H", "H", "H", "H", "H", "H", "H", "H", "H", "H", "O", "C", "O", "C", "C", "C", "C", "C", "C", "N", "O", "O", "N", "O", "O", "H", "H", "H"],
  "coordinates": [[-1.43162, -3.06739, 1.82131], [-2.41165, -0.90912, -2.02846], [-3.30371, 0.92116, -1.66742], [-3.84927, -2.21066, -1.31544], [-3.18596, 1.59322, -2.42786], [-2.03394, -2.38559, 2.43398], [-0.40376, -3.08027, 2.19967], [-1.43417, -2.70158, 0.77535], [-1.87871, -4.06443, 1.91820], [-4.52814, -2.65198, -1.95556], [-4.38720, -1.66563, -0.63362], [-3.35955, -2.95881, -0.80589], [-4.30201, 0.88539, -1.46697], [-2.80757, 1.29263, -0.84306], [0.39364, -1.83922, -1.10828], [0.17604, -0.63466, -0.91769], [-0.95444, 0.01135, -1.19419], [1.22928, 0.27952, -0.33674], [0.86580, 1.28318, 0.56949], [1.83784, 2.13710, 1.13426], [3.18316, 2.04088, 0.75296], [3.55252, 1.05582, -0.16991], [2.58417, 0.16223, -0.69743], [4.93445, 1.03258, -0.57873], [5.70108, 1.85244, -0.02089], [5.33068, 0.19527, -1.41342], [1.39779, 3.07537, 2.13739], [0.18917, 3.05901, 2.46451], [2.23252, 3.82782, 2.67729], [-0.17144, 1.40230, 0.87377], [3.93389, 2.68476, 1.20158], [2.90113, -0.62268, -1.37819]],
  "mulliken_charge": [-0.869, -0.143, -0.645, -0.784, 0.301, 0.276, 0.272, -0.044, 0.308, 0.317, 0.360, 0.388, 0.304, 0.361, -0.586, 0.267, -0.388, 0.697, -0.586, -0.416, -0.154, 0.020, -0.785, 0.964, -0.635, -0.649, 0.916, -0.765, -0.754, 0.449, 0.551, 0.453],
  "mol_weight_g_mol": 326.60,
  "largest_force_ev_per_a": 1.95,
  "gap_ev": [3.18, 4.87],
  "e_lumo_ev": [1.38, 1.74],
  "total_charge": -1
}

***

2.
{
  "formula": "C8H13N4S",
  "method": "ωB97M-V/def2-TZVPD",
  "symbols": ["C", "C", "C", "C", "C", "C", "C", "C", "N", "N", "N", "N", "S", "H", "H", "H", "H", "H", "H", "H", "H", "H", "H", "H", "H", "H"],
  "coordinates": [[1.08703, 0.19584, 3.56711], [1.91151, 0.34034, 2.49006], [-0.12862, -0.23807, 1.76893], [-1.05845, -0.77300, 0.89502], [0.12233, -0.02497, -1.06232], [-2.33687, -1.40705, 1.25648], [0.79156, -0.63151, -2.27779], [0.97665, 2.54197, -1.28820], [-0.72122, -0.88918, -0.41330], [1.62779, 0.12008, 0.13032], [-0.13812, -0.16614, 3.10510], [1.16692, 0.08629, 1.34137], [-0.59274, 1.61418, -1.25133], [1.17995, 0.26445, 4.74385], [2.91981, 0.68283, 2.40444], [-2.26538, -1.75454, 2.22846], [-2.46492, -2.35054, 0.68444], [-3.23907, -0.78526, 1.13682], [1.80781, -0.95502, -2.08598], [0.29912, -1.42573, -2.65247], [0.76866, 0.20626, -3.14034], [1.38384, 2.46166, -0.30190], [0.71163, 3.63337, -1.63702], [1.59048, 2.01994, -1.93280], [-1.32411, -1.45612, -1.03489], [-1.00370, -0.46760, 3.58647]],
  "mulliken_charge": [-0.226, -0.397, 0.106, 0.560, 0.694, -1.609, -1.413, -0.775, -0.145, -1.343, -0.113, 1.040, -0.034, 0.353, 0.476, 0.492, 0.410, 0.277, 0.319, 0.512, 0.319, 0.249, 0.332, 0.315, 0.352, 0.249],
  "mol_weight_g_mol": 197.29,
  "largest_force_ev_per_a": 5.27,
  "gap_ev": [7.35, 7.21],
  "e_lumo_ev": [-4.74, -4.47],
  "de_lowest_kcal_mol": 68.0,
  "total_charge": 1
}

***

3.
{
  "formula": "C8H13N5O2S2",
  "method": "ωB97M-V/def2-TZVPD",
  "symbols": ["C", "C", "H", "H", "O", "C", "O", "C", "N", "S", "N", "C", "N", "H", "C", "H", "H", "C", "H", "H", "S", "C", "N", "H", "N", "H", "H", "H", "H", "H"],
  "coordinates": [[0.56478, 2.89703, 0.10764], [-0.94026, 2.92694, -0.09122], [-1.44901, 3.41849, 0.74470], [-1.21065, 3.45040, -1.01496], [-1.40194, 1.57782, -0.17937], [-2.70775, 1.35598, 0.08597], [-3.48585, 2.23526, 0.34633], [-3.02184, -0.07818, 0.04328], [-4.23994, -0.49941, 0.32855], [-4.29401, -2.10107, 0.28114], [-2.73035, -2.34983, -0.11073], [-2.12619, -1.17807, -0.22767], [-0.84649, -1.06288, -0.62881], [-0.44106, -0.14258, -0.51912], [0.06660, -2.17458, -0.58766], [0.80210, -2.04026, -1.38691], [-0.50490, -3.08823, -0.76642], [0.77326, -2.27681, 0.76535], [0.04493, -2.39739, 1.56699], [1.47558, -3.11081, 0.79550], [1.66651, -0.74205, 1.16852], [3.07545, -0.80599, 0.01378], [3.48135, -1.78009, -0.65836], [2.99577, -2.66104, -0.58041], [3.64992, 0.41472, -0.07810], [4.54864, 0.45243, -0.53027], [3.45797, 1.09077, 0.64079], [0.93910, 3.91189, 0.20355], [1.04897, 2.41876, -0.74038], [0.80931, 2.33877, 1.00833]],
  "mulliken_charge": [-1.034, -0.438, 0.371, 0.281, -0.336, 0.256, -0.575, 0.409, -0.579, 0.130, -0.629, 1.036, -0.152, 0.322, -0.906, 0.458, 0.467, -0.869, 0.426, 0.470, -0.219, 0.652, -0.796, 0.284, -0.432, 0.258, 0.202, 0.449, 0.300, 0.195],
  "mol_weight_g_mol": 275.36,
  "largest_force_ev_per_a": 1.35,
  "gap_ev": 8.64,
  "e_lumo_ev": 0.03
}

***

4.
{
  "formula": "C8H13NO3S",
  "method": "ωB97M-V/def2-TZVPD",
  "symbols": ["C", "C", "C", "C", "C", "C", "C", "C", "H", "H", "H", "H", "H", "H", "H", "H", "H", "H", "H", "H", "H", "N", "O", "O", "O", "S"],
  "coordinates": [[2.90558, 0.83211, 0.97839], [1.80788, -0.05891, 1.65162], [1.24091, -1.53540, -0.33098], [0.46707, -1.50120, -1.67668], [-1.01364, -1.29442, -1.38687], [-1.28313, 0.01919, -0.61405], [-2.68874, 0.11464, -0.09599], [-0.22178, 0.19491, 0.60562], [4.40387, 1.90744, 1.44160], [2.48274, -0.92489, 1.90763], [1.31497, 0.31242, 2.46754], [1.26161, -2.59853, 0.14270], [2.28059, -1.23128, -0.64534], [0.82146, -0.59118, -2.16133], [0.78060, -2.27994, -2.32657], [-1.60995, -1.30646, -2.33805], [-1.40936, -1.98442, -0.60205], [-0.90461, 0.89735, -1.32928], [-3.07547, -0.95060, 0.33790], [-2.62950, 0.82333, 0.94367], [-4.53906, -1.17023, -0.91833], [0.84367, -0.58887, 0.65708], [3.60862, 1.47608, 1.87983], [3.05749, 0.75024, -0.30937], [-0.39417, 0.96753, 1.51729], [-3.90900, 0.44018, -1.31300]],
  "mulliken_charge": [0.636, -1.014, -0.427, -0.864, -0.835, 0.454, -0.772, 0.345, 0.384, 0.346, 0.490, 0.249, 0.332, 0.330, 0.428, 0.332, 0.350, 0.325, 0.248, 0.267, 0.168, 0.113, -0.413, -0.594, -0.697, -0.182],
  "mol_weight_g_mol": 203.26,
  "largest_force_ev_per_a": 6.09,
  "gap_ev": 8.63,
  "e_lumo_ev": -0.27,
  "de_lowest_kcal_mol": 78.6
}

***

5.
{
  "formula": "C8H13NO5S",
  "method": "ωB97M-V/def2-TZVPD",
  "symbols": ["C", "C", "C", "C", "C", "C", "C", "C", "N", "O", "O", "O", "O", "O", "S", "H", "H", "H", "H", "H", "H", "H", "H", "H", "H", "H", "H", "H"],
  "coordinates": [[-3.57961, -0.82408, 0.28666], [-0.00098, -1.16206, -0.61245], [0.18345, 0.29988, -0.94166], [-0.93256, 2.49162, -0.63988], [1.05070, 1.00263, 0.24335], [2.56874, 0.82900, 0.17755], [0.48037, 0.65213, 1.60504], [1.05271, -3.26801, -0.57678], [-1.11567, 1.02575, -0.89745], [-3.56223, -0.58405, -0.84248], [-3.63636, -0.99337, 1.44069], [-0.98118, -1.66631, -0.15767], [-1.72334, 2.54817, 0.61690], [1.11567, -1.81873, -0.94403], [0.75050, 2.71374, -0.17613], [0.69246, 0.48967, -1.89152], [3.05524, 1.57589, -0.47217], [2.85739, -0.15293, -0.16265], [3.06183, 1.10545, 1.19285], [-0.33292, -0.02177, 1.38259], [0.13128, 1.63948, 2.07609], [1.09753, 0.25979, 2.33924], [2.05090, -3.66580, -1.10500], [0.14581, -3.61597, -1.04875], [1.19468, -3.34377, 0.45207], [-1.82060, 0.69187, -1.63123], [-1.58813, 0.52772, -0.16534], [-2.21569, 3.26405, 0.45216]],
  "mulliken_charge": [0.924, 0.551, -0.980, -0.590, 1.339, -1.445, -1.456, -0.750, 0.388, -0.434, -0.407, -0.533, -0.447, -0.323, -0.044, 0.512, 0.384, 0.298, 0.351, 0.209, 0.337, 0.482, 0.217, 0.351, 0.341, 0.447, -0.066, 0.343],
  "mol_weight_g_mol": 235.26,
  "largest_force_ev_per_a": 5.16,
  "gap_ev": 7.33,
  "e_lumo_ev": 0.39,
  "de_lowest_kcal_mol": 44.9
}

***

6.
{
  "formula": "C8H13NO6",
  "method": "ωB97M-V/def2-TZVPD",
  "symbols": ["C", "C", "C", "C", "C", "C", "C", "C", "N", "O", "O", "O", "O", "O", "O", "H", "H", "H", "H", "H", "H", "H", "H", "H", "H", "H", "H", "H"],
  "coordinates": [[1.67892, -0.30322, 2.66283], [-0.89820, -1.25269, 0.25798], [-1.01561, 0.25107, 0.38765], [0.00156, 0.77969, -0.32326], [0.19356, -1.42622, -0.78227], [-1.79451, 3.29220, -1.32770], [0.31493, 2.21581, -0.68968], [1.37774, -2.38034, -0.34423], [2.64034, 0.34364, 2.62859], [0.76783, -0.16537, -1.00301], [-0.52803, -1.80029, 1.50919], [-1.93393, 0.93270, 1.10903], [-0.49683, -1.99236, -1.82996], [0.92881, -3.68390, -0.26472], [-0.50379, 2.68786, -1.72575], [-1.77877, -1.97279, 0.03050], [-2.08662, 4.04795, -2.20984], [-1.66097, 3.90343, -0.42068], [-2.50074, 2.51490, -1.32307], [1.30569, 2.08426, -1.00693], [0.12715, 2.81412, 0.17379], [2.06287, -2.08580, 0.56344], [2.05808, -2.48442, -1.20259], [3.43223, 0.90814, 2.95347], [-0.00022, -1.18336, 2.12515], [-2.32969, 0.39568, 1.73347], [0.12930, -2.61678, -2.26048], [0.50891, -3.82392, 0.57906]],
  "mulliken_charge": [-0.259, -0.225, 0.151, 0.420, 1.476, -0.607, -0.993, -0.819, -0.030, -0.523, -0.595, -0.537, -0.628, -0.549, -0.373, 0.280, 0.202, 0.291, 0.260, 0.358, 0.409, 0.131, 0.424, 0.291, 0.372, 0.319, 0.411, 0.343],
  "mol_weight_g_mol": 219.19,
  "largest_force_ev_per_a": 3.93,
  "gap_ev": 8.70,
  "e_lumo_ev": 0.64,
  "de_lowest_kcal_mol": 31.9
}

***

7.
{
  "formula": "C8H13NPSc",
  "method": "ωB97M-V/def2-TZVPD",
  "symbols": ["C", "C", "C", "C", "C", "Sc", "P", "H", "H", "H", "H", "H", "H", "H", "H", "C", "C", "C", "N", "H", "H", "H", "H", "H"],
  "coordinates": [[-1.39616, -0.99241, -1.08162], [-1.13874, -2.35718, -0.58634], [-1.56864, -2.50709, 0.77219], [-2.19974, -1.28468, 1.15247], [-2.09038, -0.27880, 0.07257], [0.20436, 0.40846, 0.00807], [0.86242, 2.14524, -1.76612], [-1.34119, -0.60803, -2.11956], [-0.78348, -3.21863, -1.18475], [-1.47651, -3.42299, 1.40187], [-2.57896, 0.70975, -0.01672], [-2.75334, -1.18336, 2.10741], [-0.02110, 3.28329, -1.91737], [1.00227, 1.76608, -3.15800], [2.12172, 2.84230, -1.58848], [5.09866, 1.37435, 2.32777], [3.68512, 1.37421, 2.93088], [2.63297, 1.14747, 1.99254], [1.76539, 1.02371, 1.19932], [5.37162, 0.39010, 1.97435], [5.86769, 1.67383, 3.04185], [5.16241, 2.06729, 1.50054], [3.62893, 0.62274, 3.73438], [3.50822, 2.34244, 3.43213]],
  "mulliken_charge": [-0.375, -0.464, -0.491, -0.474, -0.569, 0.511, -0.165, 0.449, 0.366, 0.369, 0.456, 0.357, 0.057, 0.068, 0.053, -1.108, -0.259, 0.164, -0.399, 0.313, 0.331, 0.329, 0.238, 0.243],
  "mol_weight_g_mol": 199.13,
  "largest_force_ev_per_a": 2.74,
  "gap_ev": [4.98, 4.66],
  "e_lumo_ev": [0.17, 0.24],
  "de_lowest_kcal_mol": 0.0
}

***

8.
{
  "formula": "C8H14",
  "method": "ωB97M-V/def2-TZVPD",
  "symbols": ["C", "C", "C", "C", "C", "C", "C", "C", "H", "H", "H", "H", "H", "H", "H", "H", "H", "H", "H", "H", "H", "H"],
  "coordinates": [[2.06945, -2.32054, -0.37372], [1.83467, -0.88541, 0.08708], [0.94705, -0.04947, -0.77926], [0.58444, -0.37443, -2.01312], [0.45815, 1.22210, -0.13403], [-0.74326, 0.93786, 0.75891], [-1.94239, 1.42994, 0.51486], [-3.15230, 1.13609, 1.35924], [1.12112, -2.84113, -0.51120], [2.59230, -2.35933, -1.32803], [2.63730, -2.88959, 0.35918], [2.81670, -0.40223, 0.12406], [1.59931, -0.88282, 1.16172], [-0.04000, 0.29479, -2.59411], [0.98334, -1.24148, -2.51910], [0.16358, 1.99569, -0.84092], [1.20904, 1.61250, 0.55964], [-0.58490, 0.23373, 1.57412], [-2.10017, 2.15140, -0.27515], [-4.08352, 1.39442, 0.86195], [-3.17395, 0.10538, 1.73122], [-3.19596, 1.73253, 2.27667]],
  "mulliken_charge": [-1.504, -0.136, 0.688, -1.015, -1.165, -0.146, -0.105, -1.221, 0.389, 0.325, 0.383, 0.288, 0.381, 0.299, 0.273, 0.451, 0.292, 0.280, 0.306, 0.339, 0.306, 0.292],
  "mol_weight_g_mol": 110.20,
  "largest_force_ev_per_a": 1.31,
  "gap_ev": 10.11,
  "e_lumo_ev": 1.13,
  "de_lowest_kcal_mol": 28.0
}